1.
Entry from the OMol25 dataset: 2 unconnected molecules or ions with the total composition CH5N3O3S at a distorted geometry (wB97M-V/def2-TZVPD).

Results
LUMO energy (alpha / beta): -1.025 / -1.027 eV
HOMO-LUMO gap (alpha / beta): 7.813 / 7.810 eV
Total energy: -22559.3912 eV
Charge: 0

Cartesian coordinates (Å):
C  -1.46  0.02  0.27
N  -0.36  0.63  0.21
N  -1.68  -1.24  -0.11
N  2.21  0.76  -0.59
O  -0.01  1.90  0.53
O  0.85  -1.43  -0.76
O  1.49  -0.67  1.51
S  1.12  -0.36  0.16
H  -2.70  1.40  0.47
H  -2.38  -1.88  0.41
H  -0.83  -1.76  -0.54
H  1.74  1.01  -1.51
H  2.01  1.61  -0.04

2.
Entry from the OMol25 dataset: 2 unconnected molecules or ions with the total composition CH5N3O5S at a distorted geometry (wB97M-V/def2-TZVPD).

Results
LUMO energy: -0.222 eV
HOMO-LUMO gap: 9.548 eV
Total energy: -26659.0580 eV
Charge: 0
SMILES string: [H]/N=N\C(N)=O.O=S(=O)(O)O

Cartesian coordinates (Å):
C  0.56  -1.99  0.43
N  -0.18  -2.09  -0.72
N  0.41  -0.68  0.97
N  1.12  -0.36  1.90
O  -0.58  2.05  1.06
O  1.19  -2.88  0.90
O  -0.76  1.08  -1.22
O  0.30  3.33  -0.64
O  1.37  1.22  -0.20
S  0.09  1.79  -0.32
H  -0.66  -1.26  -1.04
H  -0.03  -2.93  -1.31
H  -0.61  1.31  1.55
H  0.05  3.67  -1.59
H  1.78  -1.08  2.22